Computed, not measured: an isolated molecule of C3H6N2S2, with wB97M-V/def2-TZVPD.

XYZ file:
```
13
Properties=species:S:1:pos:R:3:forces:R:3
N -1.285 -1.092 1.278 -0.889 2.267 0.012
S -1.101 0.271 0.555 0.451 -2.315 1.626
N -1.876 1.316 1.346 1.303 1.028 -1.510
C 0.645 0.723 0.622 0.839 0.822 0.305
C 1.464 0.243 -0.306 -1.563 -1.012 -0.290
C 0.909 -0.607 -1.497 -1.409 3.537 1.720
S -0.847 -0.183 -1.792 -0.634 0.568 1.935
H -0.839 -1.903 0.963 0.914 -1.250 -1.165
H -2.873 1.370 1.297 -0.504 -0.446 -0.177
H 1.106 1.311 1.470 -1.328 -0.769 -0.805
H 2.505 0.411 -0.115 0.514 -0.167 -0.501
H 1.247 -0.235 -2.404 1.585 0.300 -1.615
H 0.945 -1.625 -1.420 0.722 -2.564 0.464
```
Forces are in eV/Å.

Values from the calculation:
HOMO level, Eh: -0.330
Calculated total energy, eV: -27854.2623
SMILES: N=S1(=N)C=CCS1
ΔE to the lowest compared entry with this formula, charge and spin, kcal/mol: 111.5
Largest force on an atom, eV/A: 4.18

=====

Computed, not measured: an isolated molecule of C3H6N2S4, with wB97M-V/def2-TZVPD.

XYZ file:
```
15
Properties=species:S:1:pos:R:3:forces:R:3
C -1.480 -0.226 -0.092 -4.809 4.346 2.402
C -0.649 0.985 0.063 2.383 2.516 0.550
C 0.730 0.305 -0.051 0.677 0.870 -0.394
N -0.894 -1.275 -0.540 2.161 -3.530 -2.496
N 0.377 -0.886 -0.866 -0.378 0.859 1.476
S -3.803 -2.159 0.046 -1.075 -1.885 0.735
S 2.077 -2.771 0.897 -1.312 -0.701 -0.418
S -3.188 -0.191 0.169 2.122 1.461 -0.827
S 1.523 -2.031 -0.988 1.845 -1.553 -0.529
H -0.663 1.798 -0.773 -0.596 -1.462 1.191
H -0.595 1.578 1.051 -0.896 -1.016 -1.325
H 1.549 0.926 -0.513 -0.960 -0.761 0.173
H 1.104 -0.016 0.937 -0.274 -0.097 -0.305
H -3.081 -2.469 -1.022 0.381 0.092 -0.225
H 2.984 -1.927 1.314 0.729 0.860 -0.007
```
Forces are in eV/Å.

Values from the calculation:
Expectation value of S²: 2.01
HOMO level (spin up / spin down), Eh: -0.181 / -0.326
Calculated total energy, eV: -49524.2691
2S+1: 3
ΔE to the lowest compared entry with this formula, charge and spin, kcal/mol: 21.2
Largest force on an atom, eV/A: 6.91

=====

Computed, not measured: the ion C3H6N3 with charge +1, with wB97M-V/def2-TZVPD.

XYZ file:
```
12
Properties=species:S:1:pos:R:3:forces:R:3
N -1.181 -0.690 -1.295 -0.151 0.061 -0.030
C -0.332 -0.296 -0.198 2.122 1.520 0.219
N -0.714 -0.296 1.049 -0.962 -1.140 -1.970
C 0.268 0.274 1.735 2.212 0.904 -4.754
C 1.274 0.747 0.875 -3.230 -1.734 1.487
N 0.893 0.372 -0.403 0.023 0.474 2.485
H -0.674 -0.790 -2.167 0.250 0.862 -0.556
H -2.018 -0.057 -1.376 0.681 -1.036 -0.102
H -1.378 -1.669 -1.144 -1.291 -0.511 0.476
H 0.213 0.475 2.693 -0.325 0.612 4.643
H 2.029 1.340 1.301 1.496 0.564 -0.782
H 1.620 0.589 -1.070 -0.825 -0.577 -1.115
```
Forces are in eV/Å.

Values from the calculation:
Net charge: +1
HOMO level, Eh: -0.495
Calculated total energy, eV: -7670.4247
SMILES: [NH3+]c1ncc[nH]1
ΔE to the lowest compared entry with this formula, charge and spin, kcal/mol: 21.9
Largest force on an atom, eV/A: 5.32

=====

Computed, not measured: a structure of composition C3H6N3O, with wB97M-V/def2-TZVPD.

XYZ file:
```
13
Properties=species:S:1:pos:R:3:forces:R:3
C -0.321 1.525 -0.056 1.813 -0.515 -1.137
C -0.971 -0.750 0.078 3.469 1.591 -1.516
C 1.541 0.157 -0.441 1.353 -1.378 -1.856
N 0.924 1.318 -0.223 -1.004 0.381 0.541
N -1.295 0.569 0.089 2.722 -0.977 -1.361
N 0.140 -1.176 -0.404 -0.131 3.992 -0.191
O 2.490 -0.262 0.386 -0.391 -0.524 -1.370
H -0.520 2.538 -0.234 -1.449 1.403 0.673
H -1.553 -1.384 0.573 -3.088 -2.539 1.769
H 1.890 0.075 -1.510 -0.670 -0.464 1.164
H -2.056 0.812 0.600 -2.971 0.959 1.487
H 0.357 -2.113 -0.324 0.431 -2.448 0.278
H 2.334 0.069 1.253 -0.084 0.519 1.519
```
Forces are in eV/Å.

Values from the calculation:
Net charge: +1
HOMO level, Eh: -0.562
Calculated total energy, eV: -9717.8584
ΔE to the lowest compared entry with this formula, charge and spin, kcal/mol: 20.1
Largest force on an atom, eV/A: 4.37

=====

Computed, not measured: a cluster of 2 separate species, C3H6N3O in total, with wB97M-V/def2-TZVPD.

XYZ file:
```
13
Properties=species:S:1:pos:R:3:forces:R:3
C -0.342 -1.474 0.595 -1.022 -0.268 -1.936
C -0.336 1.875 -0.298 -0.424 -0.195 -0.247
C 0.693 0.883 -0.203 -0.401 -0.779 2.633
N 0.945 -1.829 -1.317 1.058 -0.047 -0.014
N -0.009 -1.759 -0.528 0.990 0.357 1.712
N 0.579 1.601 0.836 0.356 -0.688 -1.998
O -1.410 -1.307 1.283 -0.698 1.092 1.052
H 0.021 2.526 -1.040 -0.344 2.131 -0.320
H -1.383 1.661 -0.182 -0.176 -0.156 -0.039
H 1.312 0.139 -0.632 0.708 -1.130 -0.682
H 0.618 -1.978 -2.237 -0.333 -0.228 -1.402
H 0.919 1.625 1.770 0.211 0.611 0.832
H -1.607 -1.962 1.952 0.076 -0.699 0.408
```
Forces are in eV/Å.

Values from the calculation:
Net charge: +1
HOMO level (spin up / spin down), Eh: -0.458 / -0.458
Calculated total energy, eV: -9711.7227
ΔE to the lowest compared entry with this formula, charge and spin, kcal/mol: 161.6
Largest force on an atom, eV/A: 2.78

=====

Computed, not measured: the ion C3H6N3O with charge +1, with wB97M-V/def2-TZVPD.

XYZ file:
```
13
Properties=species:S:1:pos:R:3:forces:R:3
C -0.566 0.404 1.598 0.156 -0.066 0.769
C -0.365 -0.413 -2.116 -0.527 -0.666 -0.748
C 1.061 -0.174 -0.095 0.953 -0.786 0.169
N -1.397 0.695 0.689 1.359 -0.716 -2.396
N -0.032 0.114 -0.945 -1.422 2.088 2.556
N 0.640 -0.030 1.302 0.330 -0.001 -0.180
O 0.562 -0.935 -2.697 0.177 -0.044 -0.115
H -0.807 0.502 2.660 -0.088 0.036 -0.132
H -1.369 -0.235 -2.498 -0.083 -0.055 -0.068
H 1.416 -1.208 -0.246 -0.028 0.343 -0.007
H 1.880 0.543 -0.281 -0.296 -0.246 -0.054
H -2.366 0.943 0.620 -0.284 0.060 0.155
H 1.342 -0.205 2.009 -0.248 0.054 0.054
```
Forces are in eV/Å.

Values from the calculation:
Net charge: +1
HOMO level (spin up / spin down), Eh: -0.548 / -0.547
Calculated total energy, eV: -9715.0549
ΔE to the lowest compared entry with this formula, charge and spin, kcal/mol: 84.8
Largest force on an atom, eV/A: 3.59

=====

What did the fifth record say?
Computed, not measured: a cluster of 2 separate species, C3H6N3O in total, with wB97M-V/def2-TZVPD.

XYZ file:
```
13
Properties=species:S:1:pos:R:3:forces:R:3
C -0.342 -1.474 0.595 -1.022 -0.268 -1.936
C -0.336 1.875 -0.298 -0.424 -0.195 -0.247
C 0.693 0.883 -0.203 -0.401 -0.779 2.633
N 0.945 -1.829 -1.317 1.058 -0.047 -0.014
N -0.009 -1.759 -0.528 0.990 0.357 1.712
N 0.579 1.601 0.836 0.356 -0.688 -1.998
O -1.410 -1.307 1.283 -0.698 1.092 1.052
H 0.021 2.526 -1.040 -0.344 2.131 -0.320
H -1.383 1.661 -0.182 -0.176 -0.156 -0.039
H 1.312 0.139 -0.632 0.708 -1.130 -0.682
H 0.618 -1.978 -2.237 -0.333 -0.228 -1.402
H 0.919 1.625 1.770 0.211 0.611 0.832
H -1.607 -1.962 1.952 0.076 -0.699 0.408
```
Forces are in eV/Å.

Values from the calculation:
Net charge: +1
HOMO level (spin up / spin down), Eh: -0.458 / -0.458
Calculated total energy, eV: -9711.7227
ΔE to the lowest compared entry with this formula, charge and spin, kcal/mol: 161.6
Largest force on an atom, eV/A: 2.78